Record 1
Computed, not measured: C17H16N2O2 in the gas phase, with ωB97M-V/def2-TZVPD.

Computed properties:
**Net charge**: 0
**SMILES**: CCCN1NC(=O)c2ccccc2-c2ccccc2C1=O
**LUMO level**: 0.43 eV

Geometry (Å):
1 C 2.6075 -3.5540 -0.0682
2 C 2.2294 -2.6998 -1.3441
3 C 1.9577 -1.2264 -1.0540
4 N 0.8688 -0.9764 -0.0228
5 N -0.4945 -1.4570 -0.3584
6 C -1.5436 -0.7158 -0.9678
7 O -2.4801 -1.3866 -1.4161
8 C -1.3107 0.6872 -1.3094
9 C -1.3745 1.1527 -2.6517
10 C -0.9281 2.3992 -3.0225
11 C -0.4415 3.2324 -2.0142
12 C -0.4484 2.9208 -0.6307
13 C -0.9520 1.6416 -0.3257
14 C -1.1108 1.2827 1.1064
15 C -2.1207 1.8880 1.9127
16 C -2.2239 1.5990 3.2435
17 C -1.4385 0.5942 3.8302
18 C -0.4093 0.0204 3.0425
19 C -0.1799 0.4416 1.7307
20 C 0.9902 -0.0618 1.0098
21 O 2.1356 0.1333 1.4087
22 H 3.1468 -2.9393 0.7159
23 H 3.2293 -4.4663 -0.3357
24 H 1.6815 -3.9008 0.3912
25 H 1.4388 -3.2622 -1.8765
26 H 3.0599 -2.7150 -2.0445
27 H 1.5744 -0.6307 -1.9610
28 H 3.0373 -0.9305 -0.8385
29 H -0.6794 -2.4849 -0.2636
30 H -1.6672 0.3728 -3.3727
31 H -0.8995 2.7361 -4.1090
32 H -0.1570 4.2009 -2.3548
33 H -0.0673 3.6248 0.1260
34 H -2.8416 2.6783 1.6008
35 H -2.8920 2.1963 3.8557
36 H -1.5560 0.3538 4.8513
37 H 0.2591 -0.7482 3.5166

Charges obtained by Mulliken population analysis, quoted in units of e: C -0.93; C -0.57; C -0.64; N 0.51; N -0.24; C 0.10; O -0.66; C 0.51; C -0.70; C -0.53; C -0.54; C -0.74; C 0.74; C 1.05; C -0.81; C -0.48; C -0.83; C -0.57; C 0.49; C 0.08; O -0.62; H 0.25; H 0.34; H 0.23; H 0.34; H 0.41; H 0.20; H 0.27; H 0.23; H 0.39; H 0.33; H 0.39; H 0.46; H 0.33; H 0.40; H 0.43; H 0.39


Record 2
Computed, not measured: a molecular structure, C18H30Cl3N6O2PmSi, with ωB97M-V/def2-TZVPD.

Computed properties:
**Net charge**: +2
**Spin multiplicity**: 5
**LUMO level (alpha / beta)**: -5.80 / -5.75 eV
**⟨S²⟩**: 6.00

Geometry (Å):
1 Pm -0.2780 0.0348 -0.2513
2 N -0.1033 2.6198 -0.7034
3 C -1.1708 3.3631 0.0015
4 C -1.1550 2.9525 1.4542
5 N -1.5329 1.5279 1.6314
6 C -3.0175 1.3770 1.5269
7 C -3.4837 0.6058 0.3069
8 N -2.7545 -0.6730 0.1818
9 C -1.0798 1.0900 2.9760
10 C -1.1976 -0.4053 3.1657
11 N -0.3521 -1.0886 2.1674
12 H 0.7932 3.0678 -0.5293
13 H -0.2457 2.6739 -1.7099
14 H -2.1228 3.1247 -0.4753
15 H -1.0386 4.4428 -0.0856
16 H -1.7998 3.5981 2.0591
17 H -0.1399 3.0822 1.8404
18 H -3.4868 2.3632 1.5231
19 H -3.3830 0.8858 2.4298
20 H -3.2917 1.1637 -0.6119
21 H -4.5646 0.4598 0.3619
22 H -3.0567 -1.1258 -0.6770
23 H -2.9977 -1.3066 0.9374
24 H -1.6273 1.6257 3.7598
25 H -0.0299 1.3789 3.0836
26 H -2.2266 -0.7411 3.0388
27 H -0.9221 -0.6686 4.1887
28 H -0.6428 -2.0566 2.0538
29 H 0.6004 -1.1466 2.5184
30 O 4.8038 -4.5644 2.3077
31 C 5.0271 -3.1864 2.4606
32 C 3.9405 -2.4416 1.7400
33 C 3.8046 -1.0617 1.8863
34 C 2.8004 -0.4172 1.1976
35 N 1.9462 -1.0498 0.3812
36 C 2.0878 -2.3737 0.2168
37 C 3.0604 -3.0986 0.8931
38 C 1.1739 -3.0181 -0.7671
39 C 1.6101 -4.1102 -1.4979
40 C 0.7827 -4.6444 -2.4787
41 C 1.2014 -5.8451 -3.2820
42 O 2.5202 -6.2239 -2.9642
43 C -0.4561 -4.0413 -2.6853
44 C -0.8045 -2.9546 -1.9143
45 N -0.0162 -2.4244 -0.9658
46 H 5.5325 -5.0595 2.6945
47 H 5.9865 -2.8749 2.0280
48 H 5.0315 -2.8833 3.5137
49 H 4.4684 -0.4904 2.5222
50 H 2.6814 0.6585 1.2944
51 H 3.1350 -4.1688 0.7705
52 H 2.5916 -4.5307 -1.3392
53 H 1.0726 -5.6356 -4.3467
54 H 0.5128 -6.6614 -3.0340
55 H 3.0388 -6.3166 -3.7672
56 H -1.1438 -4.3977 -3.4406
57 H -1.7494 -2.4570 -2.0870
58 Cl 2.6564 -1.0433 -3.5825
59 Si 1.6625 0.5177 -2.7120
60 Cl 1.6258 1.9730 -4.1434
61 Cl -1.4048 0.3209 -2.5626

Charges obtained by Mulliken population analysis, quoted in units of e: Pm 1.05; N -0.38; C -0.69; C -0.95; N 0.54; C -1.02; C -0.70; N -0.45; C -0.74; C -0.88; N -0.28; H 0.22; H 0.28; H 0.25; H 0.53; H 0.43; H 0.45; H 0.38; H 0.44; H 0.28; H 0.58; H 0.31; H 0.20; H 0.34; H 0.44; H 0.28; H 0.51; H 0.23; H 0.23; O -0.50; C -0.66; C 0.11; C -0.94; C -0.58; N 0.12; C 0.52; C -0.41; C -0.02; C -0.77; C 0.37; C -0.67; O -0.52; C -1.26; C -0.01; N 0.28; H 0.33; H 0.37; H 0.36; H 0.50; H 0.48; H 0.75; H 0.74; H 0.44; H 0.29; H 0.32; H 0.48; H 0.32; Cl -0.19; Si 0.54; Cl -0.22; Cl -0.43


Record 3
Computed, not measured: a molecular structure, C3H8O2SSi, with ωB97M-V/def2-TZVPD.

Computed properties:
**Net charge**: 0
**LUMO level**: -0.58 eV

Geometry (Å):
1 C 1.8001 0.9196 1.2278
2 C 0.0516 1.1915 -1.3145
3 C -0.7423 -0.8812 0.8734
4 O 1.2031 2.0156 3.6104
5 O -0.3238 2.4488 1.6438
6 Si 0.6750 -0.0465 0.0445
7 S 0.8197 1.7402 2.2355
8 H 2.5778 0.3461 1.7706
9 H -1.0240 1.2806 -1.3981
10 H 0.3143 2.1291 -0.8352
11 H 0.3948 1.0708 -2.2329
12 H -1.4817 -0.2269 1.1721
13 H -1.2382 -1.6839 0.3944
14 H -0.2875 -1.3361 1.6762
15 H 1.5219 -0.8665 -0.6046

Charges obtained by Mulliken population analysis, quoted in units of e: C -0.43; C -1.14; C -1.20; O -0.53; O -0.47; Si 0.54; S 0.88; H 0.36; H 0.34; H 0.28; H 0.45; H 0.40; H 0.38; H 0.41; H -0.26


Energy per entry: -917.35019 -3461.12702 -957.17267 Ha